Record 1
DFT (ωB97M-V/def2-TZVPD) results for a structure of composition C62H43Cl2CoF3N2O9S6 at a distorted geometry.

Summary:
Total charge ... -2
2S+1 ... 2
Max |F| ... 0.0397 Eh/bohr
Frontier orbital gap (spin up / spin down) ... 3.42 / 3.42 eV
ΔE to the lowest compared entry with this formula, charge and spin ... 4.094 eV

Atoms and positions in Å:
Co -0.793 1.932 1.008
C -2.844 -7.907 2.858
C -2.586 -6.473 2.479
C -2.018 -5.584 3.386
C -1.802 -4.259 3.043
C -2.153 -3.812 1.782
C -2.737 -4.678 0.872
C -2.942 -6.004 1.219
S -2.013 -2.036 1.369
O -2.683 -1.405 2.528
C -0.195 -1.926 1.551
C 0.488 -1.292 2.762
C 1.920 -0.974 2.463
C 2.602 -1.446 1.381
C 3.974 -1.092 1.124
C 4.674 -1.672 0.105
C 4.066 -2.639 -0.727
C 2.736 -2.957 -0.550
C 1.972 -2.365 0.466
C 0.546 -2.531 0.561
C -0.078 -3.395 -0.494
C 0.121 -4.807 -0.385
C 0.742 -5.377 0.748
C 0.881 -6.733 0.872
C 0.411 -7.590 -0.138
C -0.194 -7.069 -1.250
C -0.366 -5.675 -1.396
C -1.036 -5.119 -2.507
C -1.281 -3.781 -2.560
C -0.810 -2.912 -1.558
S -1.372 -1.184 -1.726
O -2.680 -1.416 -2.372
C -0.195 -0.874 -3.056
C 1.151 -0.751 -2.754
C 2.045 -0.426 -3.762
C 1.594 -0.179 -5.057
C 2.550 0.330 -6.102
C 0.244 -0.341 -5.346
C -0.649 -0.702 -4.349
H -2.237 -8.202 3.713
H -2.618 -8.571 2.022
H -3.894 -8.050 3.123
H -1.740 -5.929 4.375
H -1.378 -3.561 3.754
H -3.017 -4.310 -0.109
H -3.381 -6.685 0.498
H -1.179 -0.261 3.661
H 2.415 -0.298 3.151
H 4.436 -0.349 1.765
H 5.696 -1.374 -0.096
H 4.636 -3.089 -1.531
H 2.261 -3.656 -1.229
H 1.088 -4.717 1.533
H 1.350 -7.149 1.755
H 0.525 -8.662 -0.030
H -0.565 -7.724 -2.031
H -1.377 -5.774 -3.301
H -1.857 -3.349 -3.369
H 1.495 -0.893 -1.737
H 3.102 -0.352 -3.538
H 3.579 0.074 -5.847
H 2.478 1.420 -6.152
H 2.315 -0.067 -7.091
H -0.118 -0.169 -6.354
H -1.706 -0.831 -4.549
F 2.297 4.453 4.199
C 1.511 3.710 5.029
F 0.509 4.568 5.406
F 2.253 3.541 6.164
C 1.057 2.424 4.481
C 1.166 1.212 5.243
C 0.596 0.098 4.791
C -0.133 -0.015 3.473
N -0.081 1.241 2.684
C 0.405 2.321 3.269
S 0.021 3.773 2.308
H 1.691 1.232 6.190
H 0.624 -0.816 5.374
H 0.408 -2.052 3.574
O -1.475 2.616 -0.659
C -2.032 3.767 -1.212
C -3.253 3.376 -2.055
C -4.323 2.655 -1.627
C -5.295 2.436 -2.634
C -4.949 2.986 -3.826
S -3.429 3.780 -3.731
C -2.533 4.806 -0.182
C -3.746 4.912 0.429
C -3.801 5.939 1.409
C -2.635 6.627 1.511
S -1.460 6.026 0.419
C -0.967 4.454 -2.073
C 0.306 4.031 -2.286
C 1.081 4.936 -3.062
C 0.378 6.035 -3.437
S -1.237 5.984 -2.849
H -4.391 2.252 -0.630
H -6.211 1.888 -2.469
H -5.484 2.958 -4.762
H -4.595 4.293 0.198
H -4.678 6.138 2.009
H -2.379 7.437 2.173
H 0.676 3.089 -1.911
H 2.123 4.772 -3.304
H 0.695 6.886 -4.017
Cl -3.706 1.248 4.802
C -3.938 2.612 3.692
Cl -5.336 2.325 2.659
C -2.637 2.762 2.876
O -1.843 3.603 3.366
O -2.502 2.040 1.874
H -4.110 3.500 4.290
O 1.567 3.795 1.429
C 1.771 2.916 0.477
O 1.036 1.965 0.235
C 2.989 3.227 -0.308
C 3.438 4.552 -0.320
C 4.581 4.886 -1.027
C 5.278 3.927 -1.730
C 4.823 2.605 -1.726
C 3.682 2.252 -1.007
N 5.549 1.622 -2.460
O 6.605 1.947 -2.990
O 5.096 0.499 -2.546
H 2.881 5.301 0.222
H 4.927 5.911 -1.025
H 6.166 4.171 -2.292
H 3.375 1.214 -0.968



Record 2
DFT (ωB97M-V/def2-TZVPD) results for a structure of composition C62H43LiN4SSb at a distorted geometry.

Summary:
Total charge ... -1
Max |F| ... 0.0372 Eh/bohr
Frontier orbital gap (spin up / spin down) ... 5.24 / 5.25 eV

Atoms and positions in Å:
Li 1.682 -0.549 -0.074
C -1.464 0.539 6.836
C -1.830 -0.414 5.900
C -1.114 -0.564 4.720
C 0.046 0.222 4.462
C 0.487 1.112 5.477
C -0.307 1.300 6.617
C 0.792 0.058 3.201
C 1.007 -1.283 2.776
C 0.746 -2.467 3.641
C 1.294 -3.532 2.977
C 1.852 -3.005 1.687
C 2.539 -3.805 0.742
C 2.993 -5.156 1.161
C 2.067 -6.194 1.423
C 2.507 -7.454 1.796
C 3.870 -7.677 2.007
C 4.773 -6.663 1.739
C 4.340 -5.406 1.342
C 2.749 -3.371 -0.572
N 2.379 -2.170 -1.132
C 2.660 -2.257 -2.448
C 2.438 -1.204 -3.388
C 2.472 -1.478 -4.815
C 1.403 -1.006 -5.603
C 1.331 -1.358 -6.955
C 2.327 -2.116 -7.580
C 3.368 -2.590 -6.787
C 3.458 -2.266 -5.446
C 2.166 0.126 -2.992
C 2.094 1.255 -3.929
C 1.901 2.343 -3.164
C 1.992 1.921 -1.759
N 2.119 0.575 -1.692
C 1.884 2.807 -0.661
C 1.675 2.376 0.660
C 1.707 3.275 1.804
C 1.384 2.532 2.886
C 1.212 1.157 2.416
N 1.352 1.117 1.058
C 1.854 4.235 -0.973
C 2.897 5.086 -0.547
C 2.785 6.455 -0.761
C 1.645 6.980 -1.375
C 0.635 6.124 -1.861
C 0.750 4.740 -1.684
C 3.207 -3.576 -2.767
C 3.310 -4.250 -1.609
N 1.668 -1.667 1.648
H -2.077 0.714 7.715
H -2.710 -1.086 6.038
H -1.478 -1.281 3.958
H 1.437 1.652 5.318
H -0.004 2.021 7.376
H 0.328 -2.494 4.631
H 1.365 -4.523 3.372
H 1.004 -5.963 1.333
H 1.796 -8.249 2.030
H 4.250 -8.645 2.362
H 5.845 -6.823 1.937
H 5.058 -4.609 1.119
H 0.633 -0.351 -5.163
H 0.478 -0.969 -7.517
H 2.273 -2.347 -8.630
H 4.134 -3.211 -7.220
H 4.268 -2.615 -4.788
H 2.219 1.140 -4.993
H 1.789 3.344 -3.517
H 1.966 4.307 1.822
H 1.329 2.895 3.893
H 3.753 4.618 -0.048
H 3.536 7.145 -0.348
H 1.523 8.046 -1.540
H -0.241 6.559 -2.332
H 0.040 4.018 -2.048
H 3.421 -3.960 -3.750
H 3.714 -5.233 -1.462
S -1.059 -0.348 -1.298
Sb -2.758 0.678 -0.253
C -2.288 2.017 1.319
C -1.920 3.314 0.969
C -2.357 4.386 1.771
C -3.071 4.157 2.963
C -3.327 2.833 3.357
C -2.905 1.750 2.546
C -4.195 -0.784 0.426
C -5.512 -0.452 0.680
C -6.336 -1.419 1.312
C -5.848 -2.696 1.641
C -4.506 -2.990 1.288
C -3.657 -2.022 0.745
C -3.807 1.699 -1.832
C -3.761 1.155 -3.092
C -4.265 1.868 -4.166
C -4.889 3.112 -3.989
C -4.986 3.610 -2.691
C -4.426 2.926 -1.606
H -1.378 3.524 0.018
H -2.125 5.420 1.482
H -3.427 4.979 3.581
H -3.856 2.640 4.298
H -2.977 0.715 2.910
H -5.927 0.530 0.384
H -7.365 -1.121 1.568
H -6.546 -3.438 2.060
H -4.084 -3.986 1.488
H -2.603 -2.224 0.514
H -3.326 0.145 -3.227
H -4.063 1.497 -5.200
H -5.261 3.698 -4.833
H -5.479 4.553 -2.498
H -4.463 3.320 -0.584



Record 3
DFT (ωB97M-V/def2-TZVPD) results for a structure of composition C62H45BrN4O2P3SiTa at a distorted geometry.

Summary:
Total charge ... +2
Max |F| ... 0.0369 Eh/bohr
Frontier orbital gap ... 6.72 eV
ΔE to the lowest compared entry with this formula, charge and spin ... 0.000 eV

Atoms and positions in Å:
Ta -0.159 0.477 -0.190
C 5.861 -2.086 -2.127
C 5.297 -1.351 -3.158
C 3.974 -0.943 -3.083
C 3.210 -1.273 -1.965
C 3.785 -2.002 -0.925
C 5.105 -2.407 -1.008
P 1.426 -0.906 -1.875
C 1.109 -0.078 -3.468
C 1.565 1.244 -3.531
C 1.326 2.016 -4.654
C 0.612 1.478 -5.717
C 0.155 0.170 -5.659
C 0.405 -0.613 -4.540
C 0.738 -2.600 -1.879
C 1.047 -3.443 -2.942
C 0.521 -4.725 -2.988
C -0.290 -5.180 -1.960
C -0.554 -4.359 -0.872
C -0.044 -3.064 -0.811
Si -0.241 -1.991 0.731
C 1.256 -2.374 1.823
C 1.442 -3.667 2.317
C 2.385 -3.931 3.296
C 3.147 -2.895 3.821
C 3.007 -1.614 3.318
C 2.097 -1.360 2.289
P 1.988 0.307 1.564
C 1.772 1.297 3.078
C 2.599 2.361 3.414
C 2.364 3.071 4.586
C 1.312 2.720 5.417
C 0.487 1.651 5.084
C 0.709 0.945 3.916
C 3.619 0.777 0.911
C 3.634 1.883 0.059
C 4.830 2.358 -0.454
C 6.021 1.732 -0.116
C 6.009 0.622 0.716
C 4.813 0.134 1.220
C -1.785 -2.172 1.812
C -1.963 -3.309 2.606
C -3.086 -3.466 3.400
C -4.074 -2.492 3.402
C -3.925 -1.362 2.616
C -2.776 -1.184 1.845
P -2.723 0.217 0.677
C -3.338 1.700 1.518
C -3.608 2.819 0.725
C -4.047 3.998 1.305
C -4.198 4.078 2.683
C -3.885 2.985 3.478
C -3.441 1.803 2.904
C -4.019 -0.357 -0.467
C -5.096 0.427 -0.872
C -6.052 -0.105 -1.726
C -5.944 -1.415 -2.168
C -4.881 -2.204 -1.751
C -3.919 -1.677 -0.912
H 6.890 -2.414 -2.197
H 5.884 -1.105 -4.033
H 3.540 -0.384 -3.900
H 3.183 -2.276 -0.064
H 5.546 -2.983 -0.204
H 2.135 1.649 -2.697
H 1.695 3.033 -4.704
H 0.419 2.081 -6.595
H -0.412 -0.243 -6.483
H 0.032 -1.626 -4.502
H 1.710 -3.102 -3.728
H 0.742 -5.368 -3.830
H -0.698 -6.181 -1.991
H -1.164 -4.733 -0.056
H 0.843 -4.482 1.924
H 2.505 -4.938 3.674
H 3.852 -3.087 4.619
H 3.588 -0.802 3.741
H 3.429 2.634 2.775
H 3.008 3.898 4.852
H 1.132 3.276 6.328
H -0.327 1.371 5.741
H 0.064 0.111 3.652
H 2.702 2.383 -0.194
H 4.839 3.218 -1.109
H 6.959 2.108 -0.503
H 6.937 0.129 0.975
H 4.822 -0.753 1.835
H -1.207 -4.084 2.604
H -3.198 -4.355 4.007
H -4.965 -2.616 4.003
H -4.715 -0.623 2.581
H -3.474 2.766 -0.352
H -4.275 4.855 0.685
H -4.542 4.995 3.140
H -3.979 3.055 4.553
H -3.180 0.965 3.536
H -5.218 1.436 -0.502
H -6.889 0.506 -2.037
H -6.692 -1.824 -2.834
H -4.791 -3.227 -2.091
H -3.079 -2.292 -0.613
Br 0.399 4.151 -1.108
C -1.017 3.410 -2.128
C -1.754 4.166 -3.019
C -2.676 3.501 -3.817
C -2.798 2.123 -3.733
C -2.021 1.460 -2.803
N -1.178 2.098 -1.990
C -1.969 -0.041 -2.689
O -2.559 -0.741 -3.464
O -1.165 -0.443 -1.733
H -1.599 5.233 -3.091
H -3.273 4.060 -4.525
H -3.464 1.558 -4.369
N -0.355 1.889 1.129
C -0.523 2.792 1.915
N -0.555 3.771 2.613
C -1.129 4.396 3.609
N -1.595 4.983 4.485



Record 4
DFT (ωB97M-V/def2-TZVPD) results for a structure of composition C62H49NO7PS2W.

Summary:
Total charge ... +1
2S+1 ... 3
Max |F| ... 0.0106 Eh/bohr
Frontier orbital gap (spin up / spin down) ... 6.38 / 7.13 eV
ΔE to the lowest compared entry with this formula, charge and spin ... 2.038 eV

Atoms and positions in Å:
W -0.363 -0.361 -0.492
O -6.481 -1.420 -1.225
C -5.165 -1.180 -1.115
C -4.485 -0.290 -1.951
C -3.139 -0.103 -1.735
N -2.488 -0.733 -0.759
C -3.126 -1.602 0.031
C -4.469 -1.857 -0.108
C -2.207 -2.219 1.051
O -2.617 -2.890 1.969
O -0.958 -1.909 0.807
C -2.242 0.822 -2.512
O -2.646 1.495 -3.431
O -1.016 0.792 -2.041
H -6.859 -0.931 -1.965
H -4.972 0.250 -2.753
H -4.964 -2.557 0.549
C 7.238 -0.344 2.866
C 5.775 -0.639 2.707
C 5.309 -1.949 2.673
C 3.959 -2.222 2.517
C 3.070 -1.168 2.401
C 3.505 0.149 2.445
C 4.855 0.403 2.592
S 1.342 -1.527 2.122
O 1.068 -0.441 1.080
C 0.856 -1.065 3.822
C 1.486 -2.091 4.578
C 2.003 -1.870 5.815
C 2.042 -0.545 6.301
C 2.798 -0.197 7.446
C 2.851 1.094 7.878
C 2.140 2.093 7.180
C 1.362 1.775 6.106
C 1.282 0.438 5.629
C 0.483 0.121 4.460
C -0.727 1.026 4.375
C -1.376 1.187 5.658
C -1.273 0.198 6.675
C -1.898 0.355 7.876
C -2.638 1.523 8.156
C -2.786 2.475 7.194
C -2.194 2.313 5.917
C -2.431 3.249 4.884
C -2.040 2.949 3.618
C -1.249 1.808 3.351
S -1.372 1.111 1.725
O -0.402 1.668 0.694
C -2.946 1.765 1.208
C -2.978 2.686 0.172
C -4.208 3.120 -0.297
C -5.396 2.642 0.252
C -6.720 3.121 -0.269
C -5.329 1.709 1.287
C -4.110 1.261 1.769
H 7.849 -1.193 2.565
H 7.474 -0.117 3.907
H 7.527 0.520 2.268
H 6.012 -2.769 2.751
H 3.609 -3.245 2.472
H 2.796 0.961 2.348
H 5.205 1.427 2.609
H 1.583 -3.067 4.116
H 2.455 -2.674 6.381
H 3.348 -0.977 7.957
H 3.442 1.359 8.744
H 2.212 3.124 7.500
H 0.829 2.560 5.588
H -0.725 -0.713 6.479
H -1.829 -0.427 8.620
H -3.101 1.646 9.125
H -3.379 3.362 7.378
H -2.999 4.146 5.092
H -2.344 3.571 2.787
H -2.053 3.034 -0.271
H -4.242 3.828 -1.115
H -6.751 3.075 -1.359
H -6.892 4.160 0.013
H -7.542 2.527 0.127
H -6.245 1.320 1.714
H -4.068 0.528 2.566
C 3.172 -2.303 -0.864
C 4.038 -1.078 -0.901
C 5.394 -1.206 -0.620
C 6.265 -0.135 -0.736
C 5.787 1.094 -1.160
C 4.439 1.241 -1.441
C 3.549 0.178 -1.286
P 1.798 0.410 -1.752
C 1.595 2.162 -2.192
C 1.123 2.488 -3.462
C 0.813 3.796 -3.790
C 0.965 4.791 -2.838
C 1.421 4.470 -1.570
C 1.742 3.162 -1.218
C 2.249 2.896 0.174
C 1.620 -0.619 -3.221
C 2.404 -0.417 -4.358
C 2.253 -1.236 -5.459
C 1.321 -2.268 -5.415
C 0.570 -2.488 -4.274
C 0.713 -1.679 -3.144
C -0.041 -1.993 -1.877
H 3.617 -3.072 -0.234
H 3.055 -2.719 -1.868
H 2.171 -2.085 -0.493
H 5.772 -2.176 -0.320
H 7.317 -0.268 -0.519
H 6.458 1.933 -1.286
H 4.077 2.195 -1.802
H 0.965 1.708 -4.194
H 0.437 4.028 -4.777
H 0.721 5.817 -3.079
H 1.531 5.250 -0.826
H 1.729 3.535 0.887
H 3.319 3.105 0.248
H 2.090 1.863 0.480
H 3.127 0.391 -4.375
H 2.850 -1.075 -6.346
H 1.189 -2.911 -6.275
H -0.134 -3.310 -4.244
H 0.480 -2.800 -1.342
H -1.007 -2.437 -2.152